1.
Below is an isolated ion of composition CHN4O2 and charge +1 in a non-equilibrium geometry, with properties calculated with ωB97M-V with the def2-TZVPD basis set.

Last columns: bonded neighbours and bond lengths (Å).
Atoms and positions in Å:
1 C -1.34945 -0.08605 -0.52215  N4 1.234, O6 1.113
2 N 0.71907 0.97726 -0.22711  N3 1.211, N4 1.447
3 N 1.04684 0.08493 0.52353  N2 1.211, N5 1.162
4 N -0.66660 0.93527 -0.64036  C1 1.234, N2 1.447, H8 1.049
5 N 1.55678 -0.95348 0.63153  N3 1.162, O7 1.154
6 O -1.94888 -1.02402 -0.51818  C1 1.113
7 O 1.86249 -1.75987 1.39852  N5 1.154
8 H -1.22026 1.82596 -0.64579  N4 1.049

Its total charge is +1. As for the LUMO energy (alpha / beta): -6.31 / -6.31 eV. For the total energy, the calculation gives -11093.0700 eV. The energy relative to the best compared isomer or geometry (same formula, charge and spin) comes out at 0.3132 eV.

2.
Below is a 3-piece molecular cluster, C27H46N2O8 overall in a non-equilibrium geometry, with properties calculated with ωB97M-V with the def2-TZVPD basis set.

Last columns: bonded neighbours and bond lengths (Å).
Atoms and positions in Å:
1 O 9.14677 -0.21556 -0.01143  C2 1.203
2 C 8.08435 -0.64210 -0.38179  O1 1.203, O3 1.378, C4 1.516
3 O 7.87977 -1.97331 -0.67385  C2 1.378, H16 0.963
4 C 6.85587 0.21719 -0.60402  C2 1.516, C5 1.489, H17 1.084, H18 1.084
5 C 5.83261 -0.05317 0.44380  C4 1.489, C6 1.333, C14 1.498
6 C 4.59582 -0.53317 0.31369  C5 1.333, C7 1.502, C11 1.502
7 C 3.95298 -0.89999 -0.99361  C6 1.502, C8 1.527, H19 1.087, H20 1.090
8 C 2.56500 -1.53442 -0.94725  C7 1.527, C9 1.517, H21 1.085, H22 1.088
9 C 1.52482 -0.73226 -0.18847  C8 1.517, O10 1.426, H23 1.092, H24 1.086
10 O 0.32387 -0.59300 -0.94402  C9 1.426, H25 0.959
11 C 4.04080 -0.62987 1.70579  C6 1.502, O12 1.194, O13 1.398
12 O 3.19356 -1.33258 2.16752  C11 1.194
13 O 4.83580 0.19584 2.50660  C11 1.398, C14 1.380
14 C 6.07426 0.21542 1.89809  C5 1.498, O13 1.380, O15 1.195
15 O 7.11126 0.35262 2.47681  C14 1.195
16 H 7.87819 -2.46051 0.15707  O3 0.963
17 H 6.45169 -0.01701 -1.58178  C4 1.084
18 H 7.18512 1.24663 -0.52069  C4 1.084
19 H 3.96548 -0.01623 -1.62710  C7 1.087
20 H 4.62718 -1.61772 -1.45999  C7 1.090
21 H 2.64343 -2.55905 -0.60016  C8 1.085
22 H 2.21441 -1.60073 -1.97527  C8 1.088
23 H 1.89130 0.24364 0.13573  C9 1.092
24 H 1.26383 -1.28365 0.71010  C9 1.086
25 H -0.36829 -0.56645 -0.28107  O10 0.959
26 C -1.06681 5.82512 -0.76141  C27 1.540, H37 1.090, H38 1.086, H39 1.091
27 C -1.01984 4.31655 -0.45643  C26 1.540, C28 1.528, N32 1.494, C36 1.525
28 C -2.22250 3.91754 0.39823  C27 1.528, C29 1.528, H40 1.095, H41 1.092
29 C -2.12560 4.42644 1.83535  C28 1.528, C30 1.528, H42 1.093, H43 1.092
30 C -0.81525 3.97857 2.48167  C29 1.528, C31 1.530, H44 1.092, H45 1.095
31 C 0.42860 4.32863 1.66186  C30 1.530, N32 1.496, C34 1.540, C35 1.525
32 N 0.25124 3.93432 0.23019  C27 1.494, C31 1.496, O33 1.290
33 O 0.48503 2.67551 0.07201  N32 1.290
34 C 0.74775 5.82991 1.78232  C31 1.540, H46 1.091, H47 1.090, H48 1.087
35 C 1.63538 3.59632 2.23970  C31 1.525, H49 1.088, H50 1.089, H51 1.091
36 C -1.08415 3.61303 -1.80772  C27 1.525, H52 1.091, H53 1.090, H54 1.088
37 H -1.86630 6.02481 -1.47426  C26 1.090
38 H -1.27560 6.44553 0.10560  C26 1.086
39 H -0.12946 6.15902 -1.20772  C26 1.091
40 H -2.30623 2.82617 0.41449  C28 1.095
41 H -3.13242 4.29328 -0.07447  C28 1.092
42 H -2.21434 5.51569 1.86593  C29 1.093
43 H -2.96513 4.03889 2.41533  C29 1.092
44 H -0.71688 4.42221 3.47451  C30 1.092
45 H -0.85175 2.89430 2.62730  C30 1.095
46 H 1.53132 6.11355 1.07880  C34 1.091
47 H 1.10916 6.04810 2.78691  C34 1.090
48 H -0.10957 6.47790 1.62101  C34 1.087
49 H 1.47513 2.52177 2.29940  C35 1.088
50 H 1.82336 3.95913 3.24953  C35 1.089
51 H 2.52846 3.77772 1.63992  C35 1.091
52 H -0.20796 3.85292 -2.41160  C36 1.091
53 H -1.97003 3.95089 -2.34493  C36 1.090
54 H -1.14549 2.53136 -1.70818  C36 1.088
55 C -5.22380 -4.58606 0.07578  C56 1.540, H66 1.090, H67 1.086, H68 1.091
56 C -4.34768 -3.32192 0.00148  C55 1.540, C57 1.529, N61 1.496, C65 1.525
57 C -4.57552 -2.59835 -1.32600  C56 1.529, C58 1.527, H69 1.095, H70 1.092
58 C -3.97088 -3.33668 -2.51819  C57 1.527, C59 1.528, H71 1.093, H72 1.091
59 C -2.48614 -3.61797 -2.28909  C58 1.528, C60 1.530, H73 1.092, H74 1.095
60 C -2.19210 -4.32397 -0.96439  C59 1.530, N61 1.497, C63 1.540, C64 1.525
61 N -2.89737 -3.64714 0.16902  C56 1.496, C60 1.497, O62 1.290
62 O -2.25718 -2.59008 0.53779  N61 1.290
63 C -2.59465 -5.80810 -1.05333  C60 1.540, H75 1.091, H76 1.090, H77 1.087
64 C -0.68831 -4.32844 -0.71070  C60 1.525, H78 1.089, H79 1.090, H80 1.091
65 C -4.79823 -2.43646 1.15818  C56 1.525, H81 1.091, H82 1.090, H83 1.088
66 H -6.26585 -4.29621 0.20777  C55 1.090
67 H -5.19394 -5.19833 -0.82080  C55 1.086
68 H -4.93837 -5.20522 0.92689  C55 1.091
69 H -4.13456 -1.59802 -1.27005  C57 1.095
70 H -5.64863 -2.45879 -1.47329  C57 1.092
71 H -4.51125 -4.26840 -2.70675  C58 1.093
72 H -4.08916 -2.73155 -3.41881  C58 1.091
73 H -2.09385 -4.22794 -3.10539  C59 1.092
74 H -1.93761 -2.67078 -2.31660  C59 1.095
75 H -2.53919 -6.28121 -0.07219  C63 1.091
76 H -1.90597 -6.33346 -1.71422  C63 1.090
77 H -3.58926 -5.97379 -1.45845  C63 1.087
78 H -0.26746 -3.32392 -0.72231  C64 1.089
79 H -0.18746 -4.90030 -1.49142  C64 1.090
80 H -0.44930 -4.79199 0.24788  C64 1.091
81 H -4.59908 -2.91825 2.11632  C65 1.091
82 H -5.87150 -2.26550 1.08037  C65 1.090
83 H -4.30569 -1.46691 1.15249  C65 1.088

As for the LUMO energy (alpha / beta): -0.61 / -0.61 eV. For the total energy, the calculation gives -48101.8966 eV. The spin multiplicity is 3. Its expectation value of S² is 2.008.

3.
Below is a 2-piece molecular cluster, C4H11NO2S overall in a non-equilibrium geometry, with properties calculated with ωB97M-V with the def2-TZVPD basis set.

Last columns: bonded neighbours and bond lengths (Å).
Atoms and positions in Å:
1 C 0.17241 -0.51764 -1.61671  C2 1.521, H8 1.074, H9 1.103, H10 1.093
2 C -0.66360 0.01510 -0.46308  C1 1.521, C3 1.514, N5 1.452, H11 1.091
3 C 0.14519 0.49185 0.72435  C2 1.514, S4 1.917, H12 1.082, H13 1.088
4 S 1.35908 1.91820 0.31524  C3 1.917
5 N -1.61162 -0.97788 0.01122  C2 1.452, C6 1.482, H14 1.005
6 C -2.78072 -1.38558 -0.80326  N5 1.482, O7 1.330, H15 1.135, H16 1.128
7 O -3.35488 -2.51107 -0.38829  C6 1.330
8 H -0.41392 -0.95748 -2.40210  C1 1.074
9 H 0.78148 -1.31175 -1.15294  C1 1.103
10 H 0.98146 0.14314 -1.93958  C1 1.093
11 H -1.25285 0.88243 -0.76276  C2 1.091
12 H -0.45193 1.07357 1.41374  C3 1.082
13 H 0.77261 -0.31098 1.10695  C3 1.088
14 H -1.21799 -1.58022 0.71338  N5 1.005
15 H -3.45203 -0.47026 -0.79122  C6 1.135
16 H -2.45710 -1.37837 -1.88425  C6 1.128
17 H 3.38407 0.51913 0.86110  O19 0.980
18 H 3.92082 1.48966 1.80194  O19 0.966
19 O 4.21355 0.68391 1.35573  H17 0.980, H18 0.966

Its total charge is -2. As for the LUMO energy: 5.91 eV. For the total energy, the calculation gives -20744.5733 eV. The energy relative to the best compared isomer or geometry (same formula, charge and spin) comes out at 0.9519 eV.

4.
Below is a 3-piece molecular cluster, C28H50F3N5O7 overall in a non-equilibrium geometry, with properties calculated with ωB97M-V with the def2-TZVPD basis set.

Last columns: bonded neighbours and bond lengths (Å).
Atoms and positions in Å:
1 C 3.36501 2.79098 -1.18271  C2 1.550, H26 1.095, H27 1.091, H28 1.095
2 C 3.04066 3.47876 -2.53341  C1 1.550, O3 1.438, H29 1.098, H30 1.096
3 O 2.36739 2.50007 -3.34451  C2 1.438, C4 1.410
4 C 0.97848 2.73930 -3.37352  O3 1.410, C5 1.526, H31 1.109, H32 1.104
5 C 0.25351 1.74574 -4.27605  C4 1.526, C6 1.574, H33 1.095, H34 1.093
6 C 0.18243 0.27855 -3.71164  C5 1.574, C7 1.513, C9 1.573, N19 1.461
7 C 0.61779 0.23693 -2.26372  C6 1.513, N8 1.151
8 N 0.99306 0.10905 -1.18303  C7 1.151
9 C -1.34299 -0.10335 -3.70015  C6 1.573, C10 1.492, C12 1.552, H35 1.096
10 C -1.64547 -1.11956 -2.64990  C9 1.492, N11 1.154
11 N -1.87057 -2.08467 -2.05896  C10 1.154
12 C -1.92143 -0.49221 -5.08714  C9 1.552, C13 1.552, H36 1.094, H37 1.093
13 C -2.99618 0.52629 -5.55224  C12 1.552, C14 1.517, H38 1.103, H39 1.093
14 C -4.24369 0.48563 -4.68923  C13 1.517, F15 1.358, C16 1.358
15 F -4.22061 0.08386 -3.39273  C14 1.358
16 C -5.44626 0.86577 -5.19301  C14 1.358, F17 1.315, F18 1.318
17 F -5.71595 2.08012 -5.61797  C16 1.315
18 F -6.48657 0.06191 -5.28905  C16 1.318
19 N 0.97129 -0.57049 -4.60135  C6 1.461, C20 1.465, C23 1.472
20 C 2.39791 -0.24042 -4.63666  N19 1.465, C21 1.533, O22 1.194
21 C 2.93147 0.35118 -5.94646  C20 1.533, H40 1.095, H41 1.095, H42 1.092
22 O 3.16225 -0.44749 -3.74302  C20 1.194
23 C 0.81140 -2.01256 -4.35244  N19 1.472, C24 1.520, O25 1.200
24 C 1.37989 -2.74765 -3.14943  C23 1.520, H43 1.090, H44 1.101, H45 1.092
25 O 0.22501 -2.64521 -5.18702  C23 1.200
26 H 2.48421 2.18731 -0.93975  C1 1.095
27 H 3.61379 3.50039 -0.39148  C1 1.091
28 H 4.17191 2.08137 -1.39261  C1 1.095
29 H 2.41282 4.36984 -2.40281  C2 1.098
30 H 3.95292 3.76343 -3.06909  C2 1.096
31 H 0.83951 3.73855 -3.83294  C4 1.109
32 H 0.53331 2.83229 -2.36726  C4 1.104
33 H -0.74853 2.15825 -4.43309  C5 1.095
34 H 0.72800 1.77101 -5.26048  C5 1.093
35 H -1.89304 0.78746 -3.37645  C9 1.096
36 H -2.34458 -1.50142 -5.07648  C12 1.094
37 H -1.16330 -0.50317 -5.87485  C12 1.093
38 H -2.53498 1.52829 -5.56769  C13 1.103
39 H -3.27477 0.30601 -6.58593  C13 1.093
40 H 2.69710 1.41956 -5.99617  C21 1.095
41 H 2.52588 -0.20490 -6.79802  C21 1.095
42 H 4.01915 0.25699 -5.93145  C21 1.092
43 H 1.72921 -2.10997 -2.33698  C24 1.090
44 H 2.26080 -3.30146 -3.50840  C24 1.101
45 H 0.67251 -3.51140 -2.81881  C24 1.092
46 C -2.49702 -4.99560 5.07675  O47 1.415, H55 1.090, H56 1.095, H57 1.093
47 O -2.00340 -5.51301 3.85605  C46 1.415, C48 1.425
48 C -2.85197 -5.27341 2.73677  O47 1.425, C49 1.517, H58 1.094, H59 1.094
49 C -2.25760 -4.23921 1.79873  C48 1.517, N50 1.459, H60 1.094, H61 1.097
50 N -2.27783 -2.90562 2.39061  C49 1.459, C51 1.464, H62 1.010
51 C -1.47681 -1.91353 1.67093  N50 1.464, C52 1.533, H63 1.094, H64 1.094
52 C 0.02773 -2.17228 1.53407  C51 1.533, O53 1.422, H65 1.094, H66 1.095
53 O 0.74989 -2.08570 2.75643  C52 1.422, C54 1.416
54 C 0.69922 -3.25096 3.55882  O53 1.416, H67 1.092, H68 1.093, H69 1.091
55 H -1.89486 -5.41556 5.88191  C46 1.090
56 H -2.40255 -3.90543 5.11824  C46 1.095
57 H -3.54102 -5.27810 5.23733  C46 1.093
58 H -3.86449 -5.00020 3.04739  C48 1.094
59 H -2.92008 -6.22134 2.19481  C48 1.094
60 H -2.83353 -4.22409 0.86905  C49 1.094
61 H -1.23595 -4.56074 1.56160  C49 1.097
62 H -1.93703 -2.96133 3.34010  N50 1.010
63 H -1.60695 -0.96602 2.20113  C51 1.094
64 H -1.90548 -1.77583 0.67409  C51 1.094
65 H 0.42968 -1.37745 0.89893  C52 1.094
66 H 0.24880 -3.11084 1.01413  C52 1.095
67 H 0.65639 -4.16360 2.95982  C54 1.092
68 H -0.15151 -3.21233 4.24438  C54 1.093
69 H 1.60293 -3.27921 4.16897  C54 1.091
70 C 0.21993 4.52171 6.30533  O71 1.415, H79 1.090, H80 1.095, H81 1.093
71 O 0.93199 3.31282 6.48650  C70 1.415, C72 1.425
72 C 0.13221 2.14112 6.35649  O71 1.425, C73 1.518, H82 1.094, H83 1.094
73 C 0.44989 1.38924 5.07711  C72 1.518, N74 1.459, H84 1.094, H85 1.097
74 N -0.01557 2.11513 3.89985  C73 1.459, C75 1.464, H86 1.010
75 C 0.49674 1.59560 2.63026  N74 1.464, C76 1.528, H87 1.094, H88 1.093
76 C 2.00968 1.59009 2.41317  C75 1.528, O77 1.421, H89 1.094, H90 1.095
77 O 2.59242 2.87869 2.27857  C76 1.421, C78 1.415
78 C 2.86364 3.54840 3.49508  O77 1.415, H91 1.093, H92 1.093, H93 1.091
79 H 0.86265 5.33714 6.63577  C70 1.090
80 H -0.02354 4.69014 5.25111  C70 1.095
81 H -0.69797 4.53758 6.89931  C70 1.093
82 H -0.93487 2.36835 6.43544  C72 1.094
83 H 0.39323 1.49620 7.20092  C72 1.094
84 H -0.03638 0.40964 5.10566  C73 1.094
85 H 1.53474 1.23030 5.05094  C73 1.097
86 H 0.25827 3.08440 3.98068  N74 1.010
87 H 0.04727 2.20673 1.84267  C75 1.094
88 H 0.11664 0.57955 2.49374  C75 1.093
89 H 2.18693 1.08922 1.45722  C76 1.094
90 H 2.54211 0.99856 3.16563  C76 1.095
91 H 3.14714 2.85717 4.29253  C78 1.093
92 H 2.00423 4.14798 3.80743  C78 1.093
93 H 3.69229 4.23665 3.32362  C78 1.091

As for the LUMO energy: -0.18 eV. For the total energy, the calculation gives -59774.5624 eV.

5.
Below is an isolated ion of composition CH5NO5PS and charge -1 in a non-equilibrium geometry, with properties calculated with ωB97M-V with the def2-TZVPD basis set.

Last columns: bonded neighbours and bond lengths (Å).
Atoms and positions in Å:
1 C -1.60810 -1.00675 -0.87129  S9 1.792, H10 1.132, H11 1.152, H12 1.196
2 N 1.77466 0.64469 1.43887  P8 1.642, H13 1.052, H14 1.046
3 O 1.25404 -1.43566 -0.03817  P8 1.475
4 O 2.83113 0.51917 -0.85616  P8 1.471
5 O -2.17925 1.48210 -0.49448  S9 1.445
6 O -0.98431 0.39401 1.32543  S9 1.465
7 O 0.14437 0.92092 -0.79236  P8 2.000, S9 1.493
8 P 1.73430 -0.04126 -0.05264  N2 1.642, O3 1.475, O4 1.471, O7 2.000
9 S -1.13765 0.55181 -0.12310  C1 1.792, O5 1.445, O6 1.465, O7 1.493
10 H -2.23382 -1.70343 -0.23489  C1 1.132
11 H -2.17953 -0.58136 -1.77656  C1 1.152
12 H -0.57378 -1.45971 -1.26607  C1 1.196
13 H 1.98946 1.64743 1.67502  N2 1.052
14 H 1.16849 0.06802 2.06641  N2 1.046

Its total charge is -1. As for the LUMO energy: 3.73 eV. For the total energy, the calculation gives -32974.2442 eV. The energy relative to the best compared isomer or geometry (same formula, charge and spin) comes out at 0.0000 eV.